Entry 1:
A molecular structure, C25H69AlBN6O7 in a non-equilibrium geometry. Source: the Open Molecules 2025 dataset; level of theory: ωB97M-V/def2-TZVPD.

For the HOMO energy, the calculation gives -0.133 Ha. For the electronic energy, the calculation gives -57589.888 eV. The calculation puts the largest force on an atom at 1.4 eV/A.

```
! RIJCOSX wB97M-V def2-TZVPD def2/J DEFGRID3
* xyz -1 1
Al 0.412 0.729 -2.302
O -1.700 2.631 -3.671
O -2.342 -0.108 6.955
O -3.907 7.039 -1.093
O 6.789 -9.101 -0.397
O -3.508 -0.999 -5.780
O 2.730 -3.342 1.839
O -2.189 2.063 -1.367
N -4.845 7.439 -3.789
N -1.491 0.502 4.240
N 3.405 -0.608 2.544
N -4.036 -3.849 -5.766
N 6.861 -6.773 1.331
N 1.034 0.661 -0.488
C 4.022 -2.004 4.444
C -6.326 8.723 -2.344
C -2.847 -3.300 -5.097
C 5.807 -9.051 -1.416
C -1.308 -0.562 7.806
C 2.879 -1.537 3.545
C 3.691 -4.309 2.207
C 0.144 1.574 1.567
C -2.448 -1.931 -5.663
C -3.845 -0.338 -4.571
C -2.218 1.231 6.513
C -5.796 7.331 -2.679
C -1.256 1.444 5.334
C 0.804 1.669 0.203
C 7.827 -8.146 -0.510
C -3.890 8.215 -0.309
C 6.574 -5.947 -0.940
C -3.075 -3.301 -3.589
C 1.117 3.108 -0.212
C 7.476 -6.741 0.001
C -0.747 4.834 -3.283
C 2.082 -2.686 2.909
C -5.192 6.588 -1.477
C 0.219 1.381 5.721
C -2.002 3.998 -3.557
B -1.342 1.952 -2.489
H -4.041 -2.874 -3.321
H -3.838 -3.952 -6.757
H 0.565 0.356 5.855
H -2.295 -2.736 -3.073
H 6.897 -6.047 -1.978
H -0.473 -0.974 7.234
H -6.987 9.071 -3.139
H -3.221 1.517 6.184
H 5.533 -6.262 -0.874
H 4.352 -1.184 5.083
H 6.601 -4.889 -0.679
H 2.622 -0.216 2.024
H 8.642 -8.535 0.107
H 0.829 1.821 4.932
H -2.421 4.327 -4.503
H 2.178 -0.980 4.176
H 6.082 -7.426 1.293
H 5.371 -10.046 -1.501
H -3.985 7.831 -3.411
H -1.961 1.886 7.358
H 6.241 -8.776 -2.381
H 0.020 -0.735 -2.877
H -6.894 8.717 -1.411
H -2.965 -0.181 -3.945
H 7.507 -7.197 1.991
H -1.619 -1.497 -5.092
H -0.812 5.839 -3.680
H -2.011 -3.978 -5.297
H 3.907 -1.156 1.849
H 5.005 -8.355 -1.163
H 1.587 1.421 -3.202
H 3.402 -4.844 3.119
H -4.600 -0.903 -4.016
H -4.757 -3.133 -5.731
H -6.647 6.736 -3.022
H -1.447 2.451 4.951
H -0.917 1.675 1.379
H -4.750 8.262 0.366
H -3.861 9.110 -0.935
H 2.121 3.365 0.103
H 8.199 -8.110 -1.543
H -5.874 6.595 -0.616
H 0.435 2.421 2.188
H 0.100 4.319 -3.708
H 1.000 3.237 -1.280
H -1.486 -0.438 4.629
H -1.716 -1.361 8.424
H -0.635 4.932 -2.210
H 1.770 -3.420 3.668
H -2.437 0.620 3.888
H -5.525 9.455 -2.254
H -3.061 -4.323 -3.210
H 4.890 -2.327 3.869
H 0.407 3.775 0.272
H -4.580 6.504 -4.087
H -2.756 4.230 -2.800
H -0.946 0.237 8.461
H -2.450 2.977 -1.168
H 3.768 -5.028 1.391
H -4.275 0.631 -4.823
H 3.711 -2.830 5.088
H -2.086 -2.083 -6.686
H 8.420 -6.193 0.083
H 4.675 -3.855 2.339
H 0.412 1.931 6.646
H -2.978 8.198 0.287
H -5.058 5.542 -1.764
H 0.382 0.642 2.049
H 1.170 -2.264 2.481
*
```

Results of the Mulliken charge analysis, in e, for atoms 1 through 5: number 1, Al, carries 0.089; number 2, O, carries -0.628; number 3, O, carries -0.380; number 4, O, carries -0.269; number 5, O, carries -0.384

Entry 2:
A single C2H4OS molecule in a non-equilibrium geometry. Source: the Open Molecules 2025 dataset; level of theory: ωB97M-V/def2-TZVPD.

The structure (SMILES) is CC(=O)S. For the HOMO energy, the calculation gives -0.356 Ha. The calculation puts the energy above the lowest of the compared OMol25 structures with the same formula, charge and spin at 71.9 kJ/mol. For the electronic energy, the calculation gives -15020.721 eV. The calculation puts the largest force on an atom at 3.3 eV/A.

```
! RIJCOSX wB97M-V def2-TZVPD def2/J DEFGRID3
* xyz 0 1
S -1.781 0.459 -0.193
O 0.314 1.954 -0.075
C 0.753 -0.476 -0.139
C -0.052 0.844 -0.103
H 0.995 -0.746 -1.255
H 0.080 -1.309 0.237
H -2.009 -0.245 0.985
H 1.700 -0.482 0.542
*
```

Results of the natural (NBO) charge analysis, in e, for atoms 1 through 5: number 1, S, carries -0.110; number 2, O, carries -0.482; number 3, C, carries -0.739; number 4, C, carries 0.449; number 5, H, carries 0.257

Entry 3:
2 unconnected molecules or ions with the total composition CH5BrN3 in a non-equilibrium geometry. Source: the Open Molecules 2025 dataset; level of theory: ωB97M-V/def2-TZVPD.

For the HOMO energy, the calculation gives -0.545 Ha. The calculation puts the energy above the lowest of the compared OMol25 structures with the same formula, charge and spin at 170.1 kJ/mol. For the electronic energy, the calculation gives -75621.991 eV. The calculation puts the largest force on an atom at 2.5 eV/A.

```
! RIJCOSX wB97M-V def2-TZVPD def2/J DEFGRID3
* xyz 1 1
Br -2.381 -0.284 0.055
N -1.114 1.087 -0.463
N 0.514 -2.606 -0.214
N 1.029 -0.286 0.238
C 0.803 -1.478 -0.087
H 1.648 -0.250 0.984
H -1.201 2.004 -0.035
H 0.799 -3.381 -0.855
H -1.099 1.013 -1.499
H 0.222 0.629 -0.099
*
```

Results of the natural (NBO) charge analysis, in e, for atoms 1 through 5: number 1, Br, carries 0.269; number 2, N, carries -0.894; number 3, N, carries -0.543; number 4, N, carries -0.798; number 5, C, carries 0.730